1.
Below is one molecule with the formula C4H6ClN, with properties calculated with ωB97M-V/def2-TZVPD.

Last column: Löwdin charge in e.
Atoms and positions in Å:
C 1.03120 0.03442 1.57500  0.0038
C 0.03762 0.88592 1.42400  -0.1855
C -0.62887 0.62364 0.20016  -0.7476
Cl -2.37074 0.56253 -0.11269  0.6469
N 0.23137 0.02363 -0.51246  -0.0705
C -0.15848 -0.64320 -1.75458  -0.1323
H 1.73181 0.17050 2.37818  0.0538
H 1.26643 -0.91238 1.04190  0.0959
H -0.30539 1.78971 2.07858  0.1414
H -0.97043 -1.31085 -1.56883  0.0441
H -0.53448 -0.02079 -2.57770  0.0825
H 0.66996 -1.20313 -2.17156  0.0673

Properties
SMILES = C=C/C(Cl)=N/C
HOMO-LUMO gap = 9.832 eV
highest occupied orbital energy = -0.338 Eh
M = 103.55 g/mol
multiplicity = 1
energy relative to the best compared isomer or geometry (same formula, charge and spin) = 53.9 kcal per mole
max |F| = 5.00 eV/Å
electronic energy = -670.86271 Ha

=====

2.
Below is one molecule with the formula C4H6ClN, with properties calculated with ωB97M-V/def2-TZVPD.

Last column: Löwdin charge in e.
Atoms and positions in Å:
C 0.14507 0.67937 -1.22253  -0.0577
C 0.10244 -0.45995 -0.10598  -0.8236
C 0.21303 0.21209 1.30396  -0.1208
Cl 1.56228 -1.57371 -0.22467  0.6130
C -1.12031 -1.21475 -0.11621  -0.2557
N -2.18679 -1.69899 -0.22433  0.1773
H -0.60994 1.42613 -1.04811  0.0841
H 1.09799 1.23456 -1.25268  0.0920
H 0.06124 0.27801 -2.15220  0.0378
H 1.13249 0.84014 1.41798  0.0956
H -0.64915 0.80043 1.47914  0.0647
H 0.25166 -0.52332 2.14563  0.0933

Properties
SMILES = CC(C)(Cl)C#N
HOMO-LUMO gap = 11.996 eV
highest occupied orbital energy = -0.414 Eh
M = 103.55 g/mol
multiplicity = 1
energy relative to the best compared isomer or geometry (same formula, charge and spin) = 5.7 kcal per mole
max |F| = 4.08 eV/Å
electronic energy = -670.93948 Ha

=====

3.
Below is one molecule with the formula C4H6ClNO, with properties calculated with ωB97M-V/def2-TZVPD.

Last column: Löwdin charge in e.
Atoms and positions in Å:
C 0.30698 -0.88791 -0.50670  -0.0089
C -0.49073 0.40078 -0.50601  -0.2825
C -0.75373 0.87905 0.93929  -0.1250
N -2.21365 0.97146 0.99816  0.0731
C -2.61019 0.73040 -0.13301  -0.9161
Cl -4.25702 0.46380 -0.53416  0.7384
O -1.80365 0.43695 -1.14660  -0.0280
H -0.17292 -1.65556 -0.07963  0.0557
H 1.09122 -0.70543 0.10711  0.0573
H 0.69305 -1.12202 -1.44354  0.0729
H 0.05047 1.01206 -1.18579  0.1317
H -0.36525 0.26477 1.68925  0.0925
H -0.31723 1.91643 1.07873  0.1389

Properties
SMILES = C[C@@H]1CN=C(Cl)O1
HOMO-LUMO gap = 10.713 eV
highest occupied orbital energy = -0.363 Eh
M = 119.55 g/mol
multiplicity = 1
energy relative to the best compared isomer or geometry (same formula, charge and spin) = 38.3 kcal per mole
max |F| = 3.96 eV/Å
electronic energy = -746.16627 Ha

=====

4.
Below is one molecule with the formula C4H6ClNO2S, with properties calculated with ωB97M-V/def2-TZVPD.

Last column: Löwdin charge in e.
Atoms and positions in Å:
C -0.32618 -1.28251 0.27451  -0.2052
C -0.88942 -0.51643 -0.93115  -0.4025
C 0.68319 -0.57997 1.10531  -0.1403
C -0.61498 2.03551 -0.43918  -0.8778
N 1.70622 -0.02764 0.53000  -0.4548
O 1.69924 0.12974 -0.78862  -0.2424
O 2.60903 0.51908 1.12183  -0.0080
S -0.05626 0.97488 -1.46928  1.1110
Cl -1.59058 1.72284 0.96712  0.6231
H -1.17126 -1.61394 0.82936  0.0984
H 0.26791 -2.17355 -0.12225  0.1433
H -0.80479 -1.00201 -1.85085  0.0483
H -1.96751 -0.38744 -1.04456  0.0937
H 0.78960 -0.92745 2.17835  0.1553
H -0.33419 3.12891 -0.36059  0.0581

Properties
HOMO-LUMO gap = 7.585 eV
highest occupied orbital energy = -0.293 Eh
M = 167.62 g/mol
multiplicity = 1
energy relative to the best compared isomer or geometry (same formula, charge and spin) = 100.9 kcal per mole
max |F| = 3.22 eV/Å
electronic energy = -1219.40239 Ha